# 1
20
Properties=species:S:1:pos:R:3:forces:R:3 method="wB97M-V/def2-TZVPD" total_charge=0 homo_lumo_gap_ev="8.64 / 8.64"
C -1.474231 -0.421299 -0.494170 -0.8086 -0.3728 -1.8314
C -3.361159 0.701541 -0.103144 0.3717 1.4377 -2.0337
C 2.428951 -1.516249 -0.772513 0.8971 -0.4551 0.6828
C 2.710529 -0.552698 0.405005 -1.5267 -5.3914 2.4332
N -2.663921 -0.243326 -0.899651 -0.1288 0.1542 0.2904
N -0.939731 0.173289 0.580711 -1.1788 2.1429 0.8931
N -2.470209 1.430855 0.861425 1.6501 -3.8865 1.9438
O 0.430655 1.719432 1.873416 0.0847 0.5556 -0.2334
O 0.913362 1.499183 -0.561836 0.6372 -0.3604 -0.0656
O 1.443758 -0.314656 1.149157 -0.1065 1.3063 -1.5651
F -0.751840 -1.285323 -1.221305 0.1728 0.4664 0.9329
F -4.276166 0.103750 0.669985 -0.3119 -0.1380 0.4393
F -2.104199 2.606975 0.480088 0.4889 1.3107 -1.4020
S 0.577011 0.937251 0.701172 -1.4854 -0.8382 1.3927
H -3.853053 1.501020 -0.750107 0.4158 -0.9398 0.8029
H 1.429135 -1.851814 -0.855170 -1.1409 -0.2580 0.6763
H 2.600307 -1.199856 -1.761495 0.5778 1.3806 -1.0758
H 3.035085 -2.413952 -0.724092 0.1824 -0.1805 0.4502
H 3.154646 0.319258 0.103967 1.2730 2.1583 -0.1879
H 3.171070 -1.193382 1.318556 -0.0640 1.9080 -2.5426

# 2
25
Properties=species:S:1:pos:R:3:forces:R:3 method="wB97M-V/def2-TZVPD" total_charge=0 homo_lumo_gap_ev=8.84
Rb -0.364387 0.924690 1.537167 -0.3207 -0.0507 -0.2614
C -1.989178 -0.972178 -2.695779 -0.5234 -0.1843 0.9478
F -3.017376 -0.846909 -3.523218 -0.0112 0.3111 -0.1404
F -1.395661 -2.121792 -2.942717 0.2288 -0.1262 0.0576
F -1.129892 0.026728 -2.867069 0.1493 0.1008 -0.2395
S -2.654341 -0.884011 -0.921233 1.8301 1.0717 0.1486
O -2.723650 0.523986 -0.602400 0.0506 0.0667 -0.1619
O -3.867277 -1.632624 -0.935884 0.5396 -0.3947 0.2801
N -1.269387 -1.389593 -0.048750 -2.0375 1.1225 -1.3489
S -1.581280 -2.785933 0.564578 -0.5600 -3.2143 1.4043
O -2.643374 -2.820135 1.549044 0.6568 0.5930 -0.1761
O -1.610859 -3.870565 -0.387753 0.5120 0.5050 0.2448
C -0.028842 -3.064977 1.634026 -1.1183 0.1725 -0.8282
F 1.059646 -3.171669 0.864883 -0.0907 -0.0240 0.5980
F 0.141219 -2.033038 2.505394 0.2436 -0.0987 -0.2389
F -0.227667 -4.168134 2.349424 0.4475 0.3378 -0.3156
C 3.432407 3.248715 0.913984 -0.6384 -0.3273 0.2785
C 2.257744 2.789932 0.048657 0.7553 -0.4988 0.2077
O 1.061256 3.447838 0.454576 -0.1138 -0.0521 -0.4175
H 4.289274 2.579080 0.856241 0.1031 0.1501 -0.3537
H 3.092212 3.189667 1.951547 0.0492 0.1485 0.0093
H 3.696782 4.283460 0.710708 0.1821 -0.0284 -0.0821
H 2.108744 1.712855 0.178338 -0.0235 -0.0264 0.1953
H 2.457146 2.872703 -1.022119 -0.1074 0.4020 0.0177
H 0.906741 4.161893 -0.171649 -0.2031 0.0442 0.1746

# 3
14
Properties=species:S:1:pos:R:3:forces:R:3 method="wB97M-V/def2-TZVPD" total_charge=0 homo_lumo_gap_ev=9.99 relative_energy_ev=2.798
C 2.702536 0.613057 -0.445073 -1.7247 -0.6341 0.0433
C 2.365785 0.052596 0.766307 -0.6814 -0.1516 1.0402
C -1.583208 -0.422947 0.230803 0.2774 0.1103 -1.6773
C -1.295534 0.921239 -0.320706 2.7534 -0.1108 -0.6024
N 1.573932 1.141452 -0.948236 0.0147 0.7983 -1.0386
N 1.064385 0.359472 1.034818 0.9868 -1.0185 0.4259
N 0.654067 1.026689 -0.011971 -1.6548 -0.5758 -0.7760
F -1.754039 1.874839 0.427019 -0.4255 1.3364 0.0912
H 3.587749 0.398156 -0.987813 0.4855 0.5029 -0.6137
H 2.991711 -0.638422 1.348966 -0.6473 0.7521 0.1364
H -2.709742 -0.517931 0.257431 1.2495 -0.4715 -0.5406
H -0.934451 -0.973957 -0.517259 -1.4729 -0.7199 1.0479
H -1.194138 -0.545599 1.227603 0.2320 0.0927 0.2406
H -1.428462 1.066116 -1.471238 0.6073 0.0894 2.2231

# 4
14
Properties=species:S:1:pos:R:3:forces:R:3 method="wB97M-V/def2-TZVPD" total_charge=0 smiles=CCn1ncnc1F homo_lumo_gap_ev=10.54 relative_energy_ev=0.674
C -1.959189 -0.075528 -0.458398 -0.6918 -1.3044 -1.2085
C -0.971175 0.546983 0.475770 1.0278 0.4823 0.9012
N 0.360050 -0.020916 0.256868 3.8867 1.1491 -0.3135
N 0.729826 -1.252284 -0.250493 -0.8660 0.5930 1.3797
C 2.038771 -1.225264 -0.237522 -0.4692 -0.1606 -1.5063
N 2.586978 -0.023509 0.058565 1.5873 0.6555 0.5716
C 1.604281 0.717970 0.375375 -4.1432 -1.7402 -0.1838
F 1.548010 1.991339 0.734561 0.4421 -0.6289 -0.1107
H -1.719839 -1.225581 -0.539847 -0.6903 2.3105 0.0947
H -1.831439 0.406557 -1.485642 -0.3325 -0.8825 1.2594
H -3.016878 0.074583 -0.096342 1.1400 -0.1874 -0.4842
H -1.227355 0.510646 1.563036 0.0349 -0.4697 -0.7989
H -0.758585 1.610650 0.295925 -0.6823 -0.1395 -0.1271
H 2.616546 -2.035646 -0.691858 -0.2436 0.3226 0.5263

Taking the records one at a time from the top gives DFT total energy values of -1243.5631, -2006.6186, -420.0408, -420.1189 hartree.